Molecular formula: C18H54N13O12Pd
Method: DFT, wB97M-V/def2-TZVPD

Geometry as XYZ:
```
98
Properties=species:S:1:pos:R:3:forces:R:3
N -18.969930 10.494440 -5.722330 0.3 -1.4 -2.0
H -19.118530 11.442200 -6.038170 -0.2 1.4 -0.2
H -19.881220 10.069120 -5.628710 -1.2 -0.1 1.0
H -18.396570 10.459740 -4.891570 0.3 -0.1 1.5
H -18.573500 9.885670 -6.424000 0.7 0.2 -0.5
Pd -23.497950 10.092790 -2.088030 0.7 -1.7 -0.5
C -22.091760 9.744910 -4.264530 -1.8 -0.3 -2.8
O -23.319220 10.151250 -4.272530 -0.7 0.8 -0.8
O -21.637090 9.542710 -3.143020 1.5 -0.4 4.6
O -21.427610 9.415630 -5.276130 -0.3 0.4 -1.0
C -19.925510 13.868610 -10.044180 -0.3 0.3 -0.1
O -20.052380 13.916320 -8.637320 -0.6 0.5 0.3
C -20.963750 12.948130 -8.167570 1.2 -0.5 0.5
C -21.196650 12.997520 -6.641260 0.4 0.6 0.2
N -20.001610 13.073940 -5.717450 0.4 -0.1 -1.3
C -19.128070 14.254070 -5.835530 -0.5 1.1 0.5
C -18.564510 14.640010 -4.466300 0.9 0.5 -0.5
O -19.543530 14.939100 -3.533770 -2.3 -1.0 1.5
C -19.164800 15.025000 -2.174330 1.0 0.2 0.1
H -19.505260 12.899390 -10.312710 0.3 0.1 -0.4
H -19.378680 14.749680 -10.380040 0.6 -0.4 0.2
H -20.868410 13.995920 -10.575990 -0.5 -0.3 0.3
H -20.548900 11.967690 -8.401530 0.3 -0.5 -0.1
H -21.887880 12.960160 -8.745460 -0.5 0.4 0.3
H -21.672480 12.047430 -6.398310 -0.2 0.0 0.1
H -21.888510 13.806400 -6.406440 -0.1 0.1 0.0
H -20.317350 13.117320 -4.759060 -0.6 -0.2 0.0
H -19.691100 15.107100 -6.214250 0.0 0.0 -0.3
H -18.256510 14.096440 -6.470860 -0.2 -0.1 -0.2
H -18.058960 15.605580 -4.452150 1.1 -0.3 -1.1
H -17.898340 13.812920 -4.220880 0.2 -0.1 0.8
H -18.253200 15.595190 -1.995540 0.2 0.6 -0.5
H -18.868100 14.082350 -1.714440 -0.5 -0.6 -0.2
H -19.924530 15.521490 -1.570670 -0.3 -0.2 -0.4
C -21.511700 12.884930 -1.799250 -0.1 -0.7 -0.7
O -22.337370 11.829890 -1.273130 -0.5 -0.3 1.2
C -21.820240 11.389870 0.001450 0.5 -0.6 0.9
C -22.676970 10.331500 0.806870 0.3 1.7 -1.6
N -22.962350 9.147650 -0.066950 0.3 1.8 1.8
C -21.801850 8.276330 -0.144300 1.2 -1.0 -0.4
C -21.214820 7.647340 1.162580 -1.7 -0.3 -0.4
O -22.357460 7.295760 1.926470 0.1 -0.2 1.2
C -22.015140 6.815130 3.269420 0.4 0.7 -1.2
H -21.893760 13.185070 -2.774970 -0.5 0.3 0.3
H -20.537580 12.469150 -2.056740 0.3 0.1 0.5
H -21.490660 13.684370 -1.058610 0.2 0.1 -0.3
H -21.587340 12.233610 0.651030 -0.7 0.4 0.1
H -20.802000 11.029480 -0.144830 0.1 -0.6 -0.4
H -23.593760 10.817870 1.140100 -0.3 -0.2 -0.4
H -22.155700 10.165740 1.749680 0.4 -0.6 -0.2
H -23.691080 8.633230 0.406800 -0.4 -0.3 -0.1
H -20.967440 8.798190 -0.612830 -0.3 0.1 -0.3
H -22.135520 7.484830 -0.815320 0.3 -0.2 0.0
H -20.474090 8.265260 1.670120 -0.3 0.5 0.3
H -20.698660 6.710700 0.951870 0.3 0.0 -0.6
H -21.875950 7.703360 3.885670 -0.2 -0.2 0.3
H -21.057360 6.298810 3.204840 0.0 -0.2 0.1
H -22.768570 6.129780 3.657680 -0.1 0.3 -0.2
C -22.472510 9.010040 -9.147610 0.8 -1.6 0.6
O -22.843610 9.227160 -10.240610 -1.6 1.4 -3.6
N -21.865140 7.892530 -8.804280 2.4 -4.5 0.1
N -22.599280 9.716050 -8.066870 -1.1 3.8 2.3
H -21.745440 7.153120 -9.481820 0.0 0.3 0.0
H -21.322490 7.796540 -7.957860 -0.3 0.0 -0.2
H -22.230340 9.366240 -7.194160 -0.5 0.8 0.2
H -23.065560 10.599990 -8.212940 0.2 0.0 0.7
C -24.852870 7.228420 -3.239790 1.2 2.2 0.8
O -24.685880 8.091460 -2.354660 0.3 0.7 0.7
N -24.638010 7.406370 -4.500010 0.6 2.1 -3.1
N -25.149040 6.009900 -3.006670 -1.5 -4.6 2.3
H -24.783690 6.651640 -5.155180 0.4 0.6 -0.1
H -24.258590 8.308920 -4.748090 -0.2 0.1 -0.6
H -25.430090 5.432360 -3.786130 0.1 -0.3 0.6
H -25.097830 5.641060 -2.067820 -0.5 0.0 -0.3
C -20.680960 5.903710 -4.681030 1.4 -3.1 -0.8
O -20.346970 4.749320 -4.772810 0.4 -1.9 -0.1
N -21.448950 6.356440 -3.738300 -2.4 2.2 2.8
N -20.255410 6.835420 -5.495170 1.2 2.8 -2.4
H -21.579310 7.355260 -3.812210 -0.7 -0.2 0.9
H -22.015230 5.768990 -3.143050 0.3 0.1 -0.3
H -20.686070 7.747250 -5.438640 0.3 0.2 -0.3
H -19.585070 6.653480 -6.228400 -0.3 -0.4 0.4
C -24.636990 13.753350 -5.421960 -0.3 5.2 -1.3
O -24.716410 14.665880 -6.241870 -0.3 0.2 -0.6
N -24.719950 14.009650 -4.149910 -0.7 0.7 4.9
N -24.292790 12.585040 -5.735920 1.6 -6.1 -2.8
H -25.073450 14.896240 -3.819630 0.1 -0.2 -0.4
H -24.645690 13.278540 -3.457040 -0.1 0.2 -0.2
H -24.026660 12.517290 -6.707860 -0.3 -0.3 0.1
H -24.216340 11.743320 -5.182960 0.0 0.3 0.2
C -17.950050 9.530330 -2.484650 -0.2 2.5 -3.5
O -17.752910 10.380460 -3.399130 -0.1 -0.4 1.3
N -17.015310 9.049690 -1.755060 3.5 -1.0 2.3
N -19.111890 9.011390 -2.200150 -2.9 -1.1 0.2
H -16.120730 9.518240 -1.737990 0.0 -0.5 0.1
H -17.298100 8.346690 -1.087290 0.9 0.3 0.2
H -19.900350 9.198190 -2.803100 -0.2 0.0 0.0
H -19.110500 8.119050 -1.727050 -0.3 0.1 -0.2
```
Forces are in eV/Å.

Computed properties:
⟨S²⟩	2.0050
energy relative to the best compared isomer or geometry (same formula, charge and spin)	0.00	kcal per mole
LUMO (spin up / spin down)	-2.5 / -4.8	eV
total energy	-66957.9324	eV
M	751.13	g/mol
multiplicity	3
charge	+1
HOMO-LUMO gap (spin up / spin down)	8.807 / 6.516	eV